(1)
{
  "formula": "C5H7N",
  "method": "ωB97M-V/def2-TZVPD",
  "total_charge": 0,
  "e_homo_ev": [-8.04, -7.84],
  "largest_force_ev_per_a": 3.54,
  "relative_energy_ev": 7.438,
  "gap_ha": [0.2902, 0.2896],
  "species": ["C", "C", "C", "C", "C", "N", "H", "H", "H", "H", "H", "H", "H"],
  "positions_angstrom": [[-2.29744, 0.47029, 0.10130], [-0.82946, 0.37235, 0.05821], [0.00906, -0.28790, -0.66783], [1.35055, -0.11334, -0.91342], [1.80508, -0.07223, 0.51087], [2.48303, -0.89488, -0.37538], [-2.76418, -0.08326, -0.71851], [-2.58143, 1.51771, -0.01826], [-2.68787, 0.09937, 1.05228], [1.63840, 0.62196, -1.64503], [1.36469, -0.66980, 1.31041], [0.09839, 1.03792, 0.83274], [2.24442, -1.85218, -0.11035]],
  "atomic_forces_ev_per_a": [[-0.346, 0.235, 0.061], [2.558, 1.249, 1.688], [-0.792, -0.986, -0.759], [0.222, 0.767, -0.161], [1.046, 0.433, 0.857], [0.168, -1.376, 0.064], [0.180, -0.032, 0.155], [-0.118, -0.024, 0.183], [-0.050, 0.136, -0.072], [0.163, 0.147, 0.003], [-0.166, 0.689, 0.078], [-3.097, -0.993, -1.399], [0.232, -0.245, -0.698]],
  "mulliken_charge": [-1.06, 0.06, -0.21, 0.20, -0.50, -0.38, 0.30, 0.30, 0.27, 0.25, 0.32, 0.17, 0.28]
}

(2)
{
  "formula": "C5H6N2O2",
  "method": "ωB97M-V/def2-TZVPD",
  "total_charge": 0,
  "e_homo_ev": -8.44,
  "largest_force_ev_per_a": 6.76,
  "relative_energy_ev": 8.650,
  "gap_ha": 0.3228,
  "species": ["C", "C", "C", "C", "C", "H", "H", "H", "H", "H", "H", "N", "N", "O", "O"],
  "positions_angstrom": [[-0.79267, -0.70756, 0.25023], [0.81579, 1.30441, 0.08468], [1.93786, 0.65039, -0.10750], [1.29059, -0.70234, -0.55567], [0.49488, -1.15975, 0.53259], [-3.89859, -0.44814, 0.29528], [-1.31887, 1.30414, -0.28360], [0.90758, 2.44472, 0.09428], [2.96445, 0.93456, 0.37560], [0.78831, -0.57351, -1.57983], [0.89582, -0.67013, 1.44702], [-1.99891, -0.99490, 0.03443], [-0.46187, 0.67029, -0.06675], [-2.92748, 0.01713, -0.30389], [1.30309, -2.06931, -0.21687]],
  "atomic_forces_ev_per_a": [[-2.962, 5.544, -2.476], [-1.787, 3.288, -0.670], [2.514, -2.645, 0.817], [1.818, 0.669, -2.621], [1.670, -2.283, 1.108], [4.575, 2.297, -3.060], [2.275, -1.490, 0.952], [-0.952, -1.634, 0.641], [-1.982, -0.513, -1.785], [0.827, -0.128, 1.614], [-0.326, -1.428, -0.129], [-0.916, -3.245, 1.119], [-2.180, 4.019, -0.057], [-3.391, -2.225, 3.126], [0.816, -0.226, 1.422]],
  "mulliken_charge": [0.45, -0.07, -0.74, 0.22, -0.01, 0.40, 0.29, 0.29, 0.31, 0.25, 0.29, -0.51, -0.24, -0.47, -0.46]
}

(3)
{
  "formula": "C14H21MoNP",
  "method": "ωB97M-V/def2-TZVPD",
  "multiplicity": 3,
  "total_charge": 1,
  "e_homo_ev": [-9.89, -9.95],
  "largest_force_ev_per_a": 4.56,
  "s2": 2.02,
  "relative_energy_ev": 0.000,
  "gap_ha": [0.2389, 0.2437],
  "species": ["C", "C", "C", "C", "C", "Mo", "P", "H", "H", "H", "H", "H", "H", "H", "H", "C", "N", "C", "C", "C", "C", "C", "C", "C", "C", "H", "H", "H", "H", "H", "H", "H", "H", "H", "H", "H", "H", "H"],
  "positions_angstrom": [[-1.28720, -0.45532, -3.10454], [-0.39242, 0.12125, -4.06645], [0.89482, -0.67485, -4.10262], [0.81677, -1.85080, -3.24120], [-0.18497, -1.77851, -2.25387], [0.58494, 0.19488, -2.17769], [0.58864, 2.78919, -1.63690], [-2.37410, -0.21845, -3.13551], [-0.43187, 0.92933, -4.84677], [1.51635, -0.63039, -4.96008], [-0.25573, -2.49530, -1.39665], [1.50091, -2.65457, -3.28167], [-0.46009, 3.51935, -0.88437], [0.67770, 3.61469, -2.78034], [1.73401, 3.23961, -0.90318], [1.21355, -1.43907, 2.45127], [1.22550, 0.04797, 2.63617], [2.59227, 0.54811, 3.02105], [0.68500, 0.77471, 1.41257], [-0.71548, 0.30648, 1.10617], [-1.62931, 0.30888, 2.20081], [-2.89703, -0.26198, 2.02662], [-3.23976, -0.79634, 0.77407], [-2.34017, -0.68558, -0.29957], [-1.08301, -0.07217, -0.19800], [1.85595, -1.67588, 1.58543], [0.17102, -1.75629, 2.27668], [1.65869, -1.85807, 3.37108], [0.56248, 0.25539, 3.40899], [3.30043, 0.33390, 2.19823], [2.50962, 1.63176, 3.16036], [2.85457, 0.07651, 3.98355], [0.75753, 1.85555, 1.63284], [1.42229, 0.62909, 0.59802], [-1.35508, 0.74030, 3.18863], [-3.58848, -0.33081, 2.88077], [-4.22356, -1.26506, 0.62976], [-2.66479, -1.01748, -1.27360]],
  "atomic_forces_ev_per_a": [[2.264, -0.032, 0.486], [2.160, -1.926, -1.297], [-2.620, -0.999, -0.316], [-1.057, 1.936, -0.259], [-1.221, 0.780, -2.188], [-2.588, 0.773, 3.679], [-0.536, 0.224, 0.293], [1.064, -0.333, 0.881], [-0.736, -0.975, 1.087], [0.816, 0.254, -0.298], [-0.706, 0.831, -1.192], [1.121, -0.386, 0.172], [1.042, -0.802, -0.734], [0.047, 0.113, 0.338], [-0.460, 0.055, -0.321], [0.250, -0.043, 0.110], [0.018, 0.260, -0.007], [-0.419, 0.084, 0.137], [0.258, 0.574, -0.056], [-0.599, 0.472, 0.416], [-0.030, -0.371, -0.531], [0.258, -0.053, 0.278], [0.365, 0.209, -0.045], [-0.534, 0.552, 0.388], [1.708, -0.048, 0.083], [-0.371, 0.078, 0.373], [0.642, 0.046, 0.136], [-0.403, -0.064, -0.519], [0.497, -0.110, -0.539], [-0.378, -0.067, 0.617], [0.129, -0.253, -0.026], [0.180, 0.166, -0.630], [-0.161, -0.356, 0.249], [-0.485, -0.385, 0.287], [-0.253, -0.290, -0.641], [0.327, 0.141, -0.563], [0.542, 0.207, 0.065], [-0.133, -0.264, 0.085]],
  "mulliken_charge": [0.05, -0.66, -0.79, 0.00, -0.66, -0.16, -0.15, 0.32, 0.42, 0.53, 0.28, 0.42, 0.16, 0.11, 0.10, -0.75, -0.02, -0.84, -0.72, 1.13, -0.72, -0.57, -0.93, 0.08, 0.12, 0.31, 0.30, 0.40, 0.39, 0.33, 0.35, 0.39, 0.32, 0.30, 0.23, 0.37, 0.40, 0.18]
}